10
Properties=species:S:1:pos:R:3:lowdin_charge:R:1 method="wB97M-V/def2-TZVPD" de_lowest_kj_mol=131.69 total_charge=0 homo_lumo_gap_ha=0.2943 fmax_ev_per_a=3.46
C -0.5188 0.3007 0.4574 -1.06
C -1.8174 0.0916 0.7173 -0.12
S 0.6439 -0.9199 1.1080 0.52
S 0.1580 1.8126 -0.3366 0.68
S 2.2220 -0.4108 -0.3911 -0.04
S 1.9101 -0.9285 -2.1970 0.02
H -2.1193 -0.8987 0.9253 0.03
H -2.6489 0.8248 0.6288 0.08
H -0.9511 1.7143 -1.0580 -0.12
H 3.1216 -1.5861 0.1459 0.01

=====

22
Properties=species:S:1:pos:R:3:lowdin_charge:R:1 method="wB97M-V/def2-TZVPD" total_charge=0 homo_lumo_gap_ha=0.2595 fmax_ev_per_a=1.93
Ag 10.0160 3.4209 8.8938 0.40
C 11.6095 5.4343 10.7659 -0.40
S 10.1201 5.6620 9.7661 0.71
C 10.9906 6.4459 8.3986 -0.40
H 12.3474 4.8617 10.2466 0.03
H 11.3646 4.8862 11.7228 0.07
H 12.0330 6.4035 11.0291 0.04
H 11.3449 7.4184 8.6610 0.04
H 10.2817 6.5652 7.5718 0.05
H 11.8061 5.8518 8.0311 0.04
C 10.1355 -0.1620 5.2973 -0.39
S 11.1458 -1.2975 6.2705 0.81
C 10.4333 -1.0523 7.8267 -1.06
C 10.5336 0.0778 8.5718 -1.17
S 11.3300 1.5752 8.2178 0.41
S 9.6445 0.0222 10.0656 0.84
C 8.9624 -1.5888 9.9013 -1.47
S 7.9202 -2.3269 10.9359 0.52
S 9.5250 -2.3846 8.4441 0.90
H 10.4933 -0.3043 4.2886 0.03
H 10.2380 0.8250 5.6587 -0.01
H 9.0917 -0.4245 5.2694 0.04

=====

13
Properties=species:S:1:pos:R:3:lowdin_charge:R:1 method="wB97M-V/def2-TZVPD" de_lowest_kj_mol=397.87 total_charge=0 homo_lumo_gap_ha=0.3516 fmax_ev_per_a=4.93
I 1.2344 2.6630 3.6685 0.72
C 1.4015 1.6090 1.8249 -0.67
N 0.4168 0.9518 1.3282 -0.07
C 0.2634 0.3788 0.0361 -0.12
C -1.1152 -0.5647 -0.5455 -0.21
C -0.8721 -1.5857 -1.6066 -0.15
O -1.1837 -1.9340 -0.2856 -0.06
H 2.3743 1.7362 1.3628 0.04
H 0.8329 -0.5416 -0.1533 0.10
H 0.3024 1.0479 -0.7436 0.08
H -2.1343 -0.1204 -0.5760 0.13
H -1.6323 -1.6653 -2.3334 0.08
H 0.1120 -1.9750 -1.9765 0.13

=====

69
Properties=species:S:1:pos:R:3:lowdin_charge:R:1 method="wB97M-V/def2-TZVPD" de_lowest_kj_mol=2248.21 total_charge=0 homo_lumo_gap_ha=0.3220 fmax_ev_per_a=19.16
O -3.6381 -0.3716 1.1081 0.02
C -3.3529 0.8265 1.0288 -0.44
N -2.1643 1.4805 1.3594 0.10
H -2.1526 2.3592 1.3441 0.00
C -1.1501 0.4347 1.6387 -0.03
H -1.5363 -0.5189 1.9180 0.09
H -0.9156 0.8337 2.9352 0.22
C -0.0462 0.8651 0.6833 -0.53
O 0.7957 1.6725 1.0153 0.08
N -0.0299 0.1755 -0.3930 -0.03
C -1.0264 -0.6714 -0.6805 -0.12
H -1.2921 -0.7519 -1.8705 0.20
H -1.8896 -0.9393 -0.2864 0.02
C -0.3141 -2.1417 -0.3240 -0.04
N -1.2475 -3.3193 -0.8485 -0.11
C -0.6204 -4.5917 -0.8412 -0.22
C -1.5278 -5.7463 -1.4247 -0.26
H -1.1262 -6.6090 -1.5460 0.06
O -2.4973 -5.6812 -0.6128 -0.17
C -3.2865 -4.5249 -0.1539 -0.16
C -2.3344 -3.5234 0.1723 -0.29
H -2.9531 -2.4971 0.5923 0.16
H -1.8717 -3.7558 1.2785 0.16
H -4.0885 -4.7487 0.6428 0.15
H -3.7334 -4.0172 -1.4287 0.22
H -1.8977 -5.2047 -2.4407 0.16
H 0.2316 -4.5862 -1.7254 0.17
H -0.0369 -4.7874 -0.0812 0.06
H 0.5048 -2.3778 -0.8289 0.03
H -0.0281 -2.2907 0.7814 0.15
C 0.9632 0.6379 -1.4411 -0.14
C 1.0441 1.9914 -1.7535 -0.19
C -0.0205 2.8665 -1.5240 -0.09
C 0.0165 4.0571 -1.8070 -0.16
C 1.2208 4.6842 -2.1271 -0.13
C 2.4149 4.1484 -2.2101 -0.03
C 2.3124 2.5935 -2.1717 0.10
H 3.1602 1.9852 -1.8400 0.09
H 3.3040 4.4207 -2.5155 0.04
H 1.2097 5.9401 -2.2210 0.17
H -0.7640 4.7250 -1.5454 0.11
H -1.1469 2.4653 -1.0490 0.20
C 2.1893 -0.2215 -1.0243 -0.40
O 2.6012 -1.2932 -1.6612 -0.03
N 2.8510 0.4234 -0.1059 0.19
H 2.6752 1.0636 0.4598 0.00
C 4.2746 -0.2838 0.5312 -0.20
H 4.6327 -1.1051 -0.1693 0.16
C 5.2764 1.0278 0.5074 -0.02
C 5.0384 1.4414 2.1195 -0.16
C 5.0071 0.1006 2.7571 -0.27
H 4.6330 0.2266 3.7683 0.11
C 4.1820 -0.6556 1.8232 -0.29
H 4.2185 -1.8763 2.0711 0.18
H 3.0871 -0.5794 2.3541 0.18
H 5.9755 -0.3822 3.0646 0.13
H 6.0341 1.8535 2.3256 0.10
H 4.2177 2.0205 2.2754 0.07
H 5.0837 1.8449 -0.0660 0.04
H 6.3843 0.5143 0.6921 0.17
H 0.6763 -0.0054 -2.4136 0.21
C -4.5087 1.7724 0.7360 -0.48
C -5.8031 1.4544 0.2813 -0.10
C -6.7903 2.5292 0.1028 -0.06
C -5.9178 3.6147 0.0651 -0.39
S -4.2657 3.4179 0.5213 1.05
H -6.2776 4.6162 -0.1366 0.06
H -7.6231 2.6205 -0.1408 -0.02
H -6.3409 0.3535 0.4556 0.17

=====

53
Properties=species:S:1:pos:R:3:lowdin_charge:R:1 method="wB97M-V/def2-TZVPD" de_lowest_kj_mol=0.00 total_charge=-1 homo_lumo_gap_ha=0.2350 fmax_ev_per_a=1.02
C 2.8054 0.6431 2.9911 -0.09
C 1.9079 0.7350 2.1749 -0.36
Sb 0.5579 1.0629 0.3612 0.89
C 1.7660 -0.3728 -0.7892 -0.38
C 3.2771 -0.2062 -0.6635 -0.30
C 4.0731 -1.5176 -0.9474 -0.21
C 5.2415 -1.7881 0.0250 -0.20
C 6.6359 -1.4538 -0.5357 -0.29
N 7.5571 -2.6035 -0.4383 -0.03
C -0.7919 1.4243 -1.3814 -0.40
C -1.6272 0.2234 -1.8428 -0.31
C -2.7645 -0.1557 -0.9006 -0.23
C -3.8292 0.9371 -0.7865 -0.18
C -5.0121 0.4985 0.0507 -0.23
O -5.5821 -0.7036 -0.4560 -0.16
C -6.8224 -1.0379 0.1237 -0.28
C -6.6668 -2.0054 1.3094 -0.07
P -0.6965 2.6098 1.9797 0.56
N 0.6075 3.6519 2.4864 -0.29
O -1.5690 3.6889 1.0421 -0.45
H 3.5394 0.5777 3.7622 -0.02
H 1.6083 2.4196 -0.1389 -0.05
H -0.4283 -0.2709 0.9788 -0.06
H 1.4821 -0.2104 -1.8354 0.04
H 1.4236 -1.3725 -0.5176 0.04
H 3.5587 0.1204 0.3387 0.05
H 3.6292 0.5433 -1.3745 0.10
H 3.3917 -2.3698 -0.9109 0.09
H 4.4570 -1.4935 -1.9727 0.09
H 5.2368 -2.8404 0.3157 0.10
H 5.0896 -1.2210 0.9444 0.10
H 7.0819 -0.6575 0.0635 0.10
H 6.5565 -1.0912 -1.5660 0.09
H 8.5086 -2.3010 -0.6081 0.05
H 7.3311 -3.2932 -1.1458 0.06
H -0.1039 1.6972 -2.1921 0.03
H -1.4439 2.2885 -1.2306 0.02
H -2.0937 0.4757 -2.8083 0.10
H -0.9858 -0.6392 -2.0460 0.09
H -3.2436 -1.0648 -1.2780 0.10
H -2.4075 -0.3856 0.1046 0.07
H -3.3892 1.7803 -0.2422 0.10
H -4.1550 1.2974 -1.7659 0.12
H -5.7889 1.2744 0.0772 0.12
H -4.6720 0.3508 1.0865 0.13
H -7.3752 -0.1432 0.4273 0.10
H -7.4045 -1.5354 -0.6577 0.11
H -6.7910 -3.0388 0.9884 0.06
H -5.6645 -1.9154 1.7292 0.07
H -7.3943 -1.7796 2.0907 0.06
H 1.0486 3.2008 3.2814 -0.02
H 1.3148 3.6843 1.7466 -0.03
H -0.9845 4.2827 0.5528 0.02

=====

38
Properties=species:S:1:pos:R:3:lowdin_charge:R:1 method="wB97M-V/def2-TZVPD" de_lowest_kj_mol=162.63 total_charge=0 homo_lumo_gap_ha=0.3358 fmax_ev_per_a=0.63
C 0.7989 4.8018 -1.8333 -0.06
C 0.1114 3.4831 -2.1317 -0.22
O 0.5507 2.5270 -1.1698 0.00
C 0.0826 1.2908 -1.3071 -0.44
O -0.6794 0.9843 -2.2160 0.07
C 0.5576 0.3305 -0.3160 -0.03
C 0.1860 -0.9874 -0.4159 0.00
N -0.5899 -1.4999 -1.3640 0.02
N -1.0107 -2.8199 -1.3865 0.02
C -1.7923 -3.3137 -0.3397 -0.26
C -1.8351 -4.6874 -0.1130 -0.04
C -2.6604 -5.2046 0.8663 -0.09
C -3.4449 -4.3626 1.6371 -0.10
C -3.4021 -2.9969 1.4146 -0.09
C -2.5853 -2.4690 0.4325 -0.03
C 1.4318 0.6567 0.8216 -0.46
O 1.9168 -0.1931 1.5391 0.08
O 1.6166 1.9664 1.0094 0.00
C 2.4703 2.3466 2.0851 -0.21
C 3.9361 2.2964 1.6769 -0.06
H 0.4743 5.5550 -2.5454 0.08
H 0.5518 5.1285 -0.8272 0.08
H 1.8767 4.6841 -1.9033 0.08
H -0.9790 3.5776 -2.0677 0.13
H 0.3592 3.1192 -3.1360 0.13
H 0.5579 -1.6708 0.3410 0.15
H -0.9748 -0.8432 -2.0494 0.13
H -0.3032 -3.4701 -1.7150 0.14
H -1.2205 -5.3450 -0.7114 0.11
H -2.6848 -6.2713 1.0332 0.10
H -4.0836 -4.7686 2.4064 0.10
H -4.0101 -2.3328 2.0106 0.10
H -2.5597 -1.4031 0.2634 0.11
H 2.2931 1.6793 2.9356 0.12
H 2.1678 3.3648 2.3390 0.12
H 4.1004 2.9143 0.7974 0.08
H 4.2195 1.2722 1.4478 0.07
H 4.5563 2.6607 2.4911 0.08

=====

Going through the records in order, we get highest occupied orbital energy values of -8.67 -7.30 -9.25 -8.61 -3.38 -8.42 eV.